(1)
This record from the Open Molecules 2025 dataset describes a 4-piece molecular cluster, C36H44ClIN2O9P overall. The level of theory is ωB97M-V with the def2-TZVPD basis set.

```
! wB97M-V def2-TZVPD RIJCOSX def2/J DEFGRID3
* xyz 1 1
C 2.564 0.968 1.214
C 3.376 -0.351 0.887
C 2.453 -1.414 0.174
C 2.302 -0.932 -1.334
C 1.890 -2.132 -2.253
C 1.008 -1.707 -3.486
C -0.482 -1.446 -3.066
C -0.737 0.084 -2.653
C -1.854 0.619 -3.604
C -2.413 2.055 -3.254
C -2.524 2.362 -1.744
C -1.671 3.427 -1.180
P -0.422 4.382 -2.223
O 1.049 3.910 -1.556
O -0.586 6.028 -1.947
C -1.904 3.655 0.237
I -0.781 5.170 1.243
C -2.883 2.882 0.985
Cl -3.136 3.173 2.706
N -3.580 1.943 0.389
N -3.363 1.755 -0.881
C -4.206 0.655 -1.493
C -5.342 0.156 -0.557
C -4.893 -0.903 0.509
O -3.842 -1.758 0.070
C -2.600 -1.401 0.689
H 3.155 1.884 0.976
H 1.635 1.015 0.592
H 2.223 0.951 2.274
H 4.222 -0.068 0.217
H 3.720 -0.771 1.857
H 1.421 -1.344 0.603
H 2.849 -2.448 0.240
H 1.560 -0.102 -1.309
H 3.262 -0.490 -1.703
H 2.834 -2.538 -2.696
H 1.433 -2.987 -1.698
H 0.994 -2.549 -4.221
H 1.441 -0.817 -4.006
H -1.175 -1.687 -3.911
H -0.795 -2.063 -2.195
H -1.067 0.086 -1.588
H 0.191 0.664 -2.843
H -2.735 -0.065 -3.674
H -1.438 0.679 -4.640
H -3.428 2.163 -3.715
H -1.770 2.801 -3.764
H 1.711 4.613 -1.681
H 0.044 6.318 -1.257
H -4.695 1.122 -2.378
H -3.569 -0.203 -1.806
H -6.081 -0.362 -1.223
H -5.921 0.996 -0.101
H -4.511 -0.332 1.397
H -5.794 -1.447 0.879
H -1.803 -2.015 0.211
H -2.593 -1.528 1.796
H -2.353 -0.327 0.483
C 5.737 -2.719 -7.522
C 4.869 -3.387 -6.766
C 4.382 -2.831 -5.482
O 3.591 -3.440 -4.790
C 4.897 -1.504 -5.073
C 5.765 -0.835 -5.829
C 6.252 -1.391 -7.114
O 7.041 -0.782 -7.803
H 6.105 -3.110 -8.463
H 4.482 -4.358 -7.049
H 4.529 -1.113 -4.132
H 6.152 0.135 -5.545
C -3.502 -3.598 4.164
C -4.353 -4.271 4.936
C -4.800 -3.727 6.241
O -5.572 -4.339 6.946
C -4.265 -2.407 6.650
C -3.414 -1.736 5.877
C -2.969 -2.280 4.574
O -2.193 -1.665 3.865
H -3.164 -3.980 3.208
H -4.754 -5.236 4.652
H -4.602 -2.025 7.605
H -3.013 -0.771 6.160
C 1.828 3.567 5.421
C 1.957 2.414 4.771
C 2.825 1.331 5.291
O 2.944 0.280 4.696
C 3.542 1.582 6.563
C 3.412 2.737 7.214
C 2.544 3.819 6.694
O 2.422 4.870 7.286
H 1.198 4.369 5.056
H 1.441 2.214 3.841
H 4.170 0.780 6.928
H 3.928 2.938 8.145
*
```

Results
**Lowest unoccupied orbital energy**: -4.7 eV
**Orbital gap**: 7.03 eV

(2)
This record from the Open Molecules 2025 dataset describes C36H44IN3NiO4P2 as an isolated structure. The level of theory is ωB97M-V with the def2-TZVPD basis set.

```
! wB97M-V def2-TZVPD RIJCOSX def2/J DEFGRID3
* xyz 2 1
Ni 0.410 -0.103 -0.079
C 2.884 3.550 -3.178
N 2.835 2.414 -2.265
C 4.131 2.008 -1.728
C 1.715 1.830 -1.862
O 1.732 0.908 -1.028
C 0.387 2.306 -2.447
O -0.686 1.540 -1.953
C -1.294 0.636 -2.840
C -0.743 -0.781 -2.701
O -0.089 -1.113 -1.696
N -1.017 -1.652 -3.663
C -0.480 -3.010 -3.597
C -1.874 -1.338 -4.806
H 3.612 3.348 -3.962
H 3.195 4.444 -2.634
H 1.924 3.744 -3.643
H 4.786 1.724 -2.551
H 4.001 1.166 -1.058
H 4.576 2.846 -1.192
H 0.427 2.273 -3.539
H 0.225 3.344 -2.146
H -1.220 0.983 -3.873
H -2.358 0.599 -2.583
H 0.458 -3.004 -3.050
H -0.298 -3.357 -4.612
H -1.190 -3.683 -3.111
H -2.653 -0.629 -4.537
H -2.365 -2.255 -5.123
H -1.293 -0.949 -5.644
C -0.296 -0.795 3.058
C 0.678 0.392 3.019
P 0.292 1.372 1.529
C 1.440 2.755 1.426
C 0.983 4.025 1.080
C 1.883 5.073 0.949
C 3.236 4.861 1.175
C 3.694 3.595 1.520
C 2.803 2.540 1.629
C -1.343 2.073 1.822
C -1.660 2.626 3.064
C -2.908 3.187 3.274
C -3.840 3.216 2.243
C -3.527 2.679 1.004
C -2.282 2.104 0.795
P -0.751 -1.350 1.354
C -0.442 -3.130 1.300
C -0.007 -3.729 0.120
C 0.117 -5.109 0.046
C -0.182 -5.896 1.150
C -0.616 -5.303 2.327
C -0.754 -3.925 2.401
C -2.551 -1.226 1.155
C -3.059 -1.673 -0.066
C -4.417 -1.610 -0.327
C -5.286 -1.104 0.633
C -4.789 -0.667 1.850
C -3.426 -0.721 2.110
H -1.196 -0.533 3.612
H 0.162 -1.638 3.573
H 1.700 0.033 2.896
H 0.634 0.987 3.931
H -0.076 4.204 0.934
H 1.524 6.062 0.694
H 3.933 5.685 1.096
H 4.747 3.431 1.707
H 3.174 1.551 1.873
H -0.934 2.633 3.869
H -3.152 3.612 4.239
H -4.812 3.663 2.410
H -4.254 2.701 0.203
H -2.035 1.676 -0.167
H 0.237 -3.112 -0.735
H 0.447 -5.574 -0.875
H -0.086 -6.972 1.091
H -0.859 -5.914 3.186
H -1.123 -3.486 3.320
H -2.391 -2.098 -0.808
H -4.805 -1.972 -1.271
H -6.348 -1.063 0.433
H -5.461 -0.279 2.604
H -3.072 -0.350 3.063
N 3.725 -2.683 1.907
C 3.126 -2.345 0.751
O 2.317 -1.426 0.684
C 3.505 -3.238 -0.413
I 3.484 -2.275 -2.300
H 3.486 -2.188 2.749
H 4.400 -3.426 1.963
H 2.782 -4.049 -0.466
H 4.497 -3.662 -0.288
*
```

Results
**Lowest unoccupied orbital energy (spin up / spin down)**: -4.9 / -5.0 eV
**Orbital gap (spin up / spin down)**: 8.85 / 8.83 eV

(3)
This record from the Open Molecules 2025 dataset describes C36H45CoN5OSSb as an isolated structure. The level of theory is ωB97M-V with the def2-TZVPD basis set.

```
! wB97M-V def2-TZVPD RIJCOSX def2/J DEFGRID3
* xyz 1 4
Co 0.465 1.490 0.076
C -1.100 1.978 2.508
C -1.807 2.985 1.600
N -1.364 2.879 0.186
C -1.059 4.179 -0.442
C 0.205 4.768 0.166
N 1.236 3.722 0.269
C 1.977 3.670 1.534
C 1.082 3.134 2.639
N 0.351 1.919 2.209
H -1.287 2.249 3.549
H -1.513 0.981 2.357
H -2.880 2.810 1.667
H -1.635 4.002 1.953
H -2.123 2.466 -0.339
H -0.904 3.998 -1.507
H -1.889 4.882 -0.341
H 0.543 5.606 -0.444
H -0.004 5.173 1.157
H 1.903 3.796 -0.489
H 2.815 2.988 1.381
H 2.380 4.640 1.830
H 1.676 2.932 3.528
H 0.350 3.891 2.923
H 0.750 1.102 2.655
C 5.865 1.961 -2.492
C 5.422 1.895 -1.036
N 4.849 0.591 -0.668
C 5.814 -0.465 -0.288
C 6.032 -1.498 -1.385
C 3.532 0.326 -0.662
S 2.440 1.538 -1.280
N 3.192 -0.907 -0.282
C 1.983 -1.299 0.100
O 0.991 -0.568 0.402
C 1.799 -2.784 0.200
C 0.522 -3.331 0.177
C 0.334 -4.703 0.256
C 1.433 -5.544 0.378
C 2.715 -5.008 0.406
C 2.899 -3.635 0.311
H 6.262 2.955 -2.714
H 5.018 1.771 -3.155
H 6.647 1.230 -2.707
H 4.685 2.664 -0.838
H 6.269 2.067 -0.374
H 5.468 -0.946 0.621
H 6.748 0.044 -0.059
H 5.114 -2.057 -1.568
H 6.814 -2.199 -1.085
H 6.341 -1.022 -2.318
H -0.331 -2.679 0.074
H -0.669 -5.116 0.224
H 1.291 -6.618 0.448
H 3.575 -5.662 0.501
H 3.895 -3.209 0.328
C -6.151 2.230 -0.246
C -5.367 2.186 -1.393
C -4.205 1.421 -1.410
C -3.813 0.686 -0.285
C -4.608 0.743 0.865
C -5.772 1.508 0.881
Sb -1.926 -0.344 -0.354
C -2.280 -1.663 1.277
C -1.277 -1.895 2.219
C -1.505 -2.749 3.292
C -2.735 -3.381 3.429
C -3.740 -3.159 2.494
C -3.516 -2.302 1.423
C -2.320 -1.614 -2.011
C -2.643 -2.965 -1.883
C -2.866 -3.738 -3.018
C -2.764 -3.170 -4.283
C -2.427 -1.829 -4.416
C -2.195 -1.056 -3.285
H -7.061 2.819 -0.234
H -5.663 2.740 -2.277
H -3.615 1.383 -2.324
H -4.329 0.188 1.755
H -6.386 1.537 1.775
H -0.295 -1.449 2.084
H -0.716 -2.935 4.011
H -2.910 -4.053 4.262
H -4.700 -3.652 2.599
H -4.313 -2.126 0.708
H -2.721 -3.425 -0.906
H -3.119 -4.787 -2.913
H -2.938 -3.776 -5.166
H -2.336 -1.387 -5.401
H -1.907 -0.016 -3.407
*
```

Results
**⟨S²⟩**: 3.76
**Lowest unoccupied orbital energy (spin up / spin down)**: -1.9 / -2.4 eV
**Orbital gap (spin up / spin down)**: 8.76 / 8.36 eV

(4)
This record from the Open Molecules 2025 dataset describes C36H45N3O3PTi as an isolated structure. The level of theory is ωB97M-V with the def2-TZVPD basis set.

```
! wB97M-V def2-TZVPD RIJCOSX def2/J DEFGRID3
* xyz 1 3
Ti -0.558 0.140 0.669
C -2.534 0.384 -0.628
C -2.806 0.435 0.763
C -2.183 1.612 1.292
C -1.505 2.259 0.214
C -1.766 1.522 -0.972
C -1.673 2.042 -2.377
C -1.038 3.685 0.294
C -2.674 2.382 2.488
C -3.845 -0.399 1.461
C -3.269 -0.449 -1.639
H -2.676 2.345 -2.692
H -1.324 1.293 -3.089
H -1.026 2.912 -2.455
H -1.894 4.334 0.496
H -0.589 4.013 -0.638
H -0.316 3.841 1.099
H -3.332 3.179 2.129
H -1.876 2.857 3.058
H -3.257 1.753 3.157
H -4.740 0.201 1.644
H -3.512 -0.791 2.423
H -4.145 -1.245 0.841
H -4.197 0.059 -1.913
H -3.540 -1.430 -1.248
H -2.685 -0.577 -2.552
C 0.544 1.672 4.136
C 0.150 0.208 4.319
C -1.360 -0.020 4.317
C 0.835 -0.713 3.276
C 2.235 -1.077 3.782
O 3.110 -0.598 2.775
C 2.373 -0.132 1.744
N 1.081 -0.137 1.910
C 3.232 0.163 0.603
C 4.597 0.378 0.883
C 5.527 0.482 -0.122
C 5.133 0.329 -1.448
C 3.801 0.132 -1.736
C 2.829 0.077 -0.732
P 1.069 0.047 -1.264
C 1.133 -1.372 -2.424
C 1.908 -2.476 -2.060
C 1.992 -3.584 -2.888
C 1.299 -3.607 -4.093
C 0.489 -2.536 -4.437
C 0.394 -1.430 -3.602
C 1.297 1.560 -2.292
C 1.523 2.711 -1.537
C 1.819 3.914 -2.152
C 1.886 3.984 -3.538
C 1.682 2.841 -4.292
C 1.401 1.629 -3.675
H 0.081 2.284 4.910
H 0.229 2.033 3.158
H 1.627 1.799 4.214
H 0.529 -0.114 5.292
H -1.730 0.070 3.298
H -1.876 0.700 4.950
H -1.591 -1.022 4.684
H 0.227 -1.608 3.152
H 2.390 -2.149 3.906
H 2.483 -0.577 4.718
H 4.912 0.453 1.913
H 6.565 0.667 0.120
H 5.859 0.383 -2.249
H 3.493 0.032 -2.769
H 2.448 -2.468 -1.121
H 2.605 -4.428 -2.599
H 1.390 -4.454 -4.759
H -0.070 -2.559 -5.364
H -0.277 -0.621 -3.864
H 1.474 2.646 -0.455
H 1.999 4.798 -1.553
H 2.108 4.924 -4.027
H 1.752 2.888 -5.372
H 1.277 0.748 -4.289
C -2.992 -4.411 2.096
O -2.058 -3.330 2.083
C -1.657 -2.801 0.937
O -0.899 -1.838 0.993
N -2.105 -3.365 -0.203
N -1.599 -2.902 -1.411
H -3.130 -4.668 3.141
H -2.605 -5.286 1.571
H -3.950 -4.105 1.671
H -2.640 -4.216 -0.180
H -2.353 -2.742 -2.062
H -0.935 -3.560 -1.805
*
```

Results
**⟨S²⟩**: 2.01
**Lowest unoccupied orbital energy (spin up / spin down)**: -2.1 / -2.2 eV
**Orbital gap (spin up / spin down)**: 6.16 / 7.99 eV

For the records above, the corresponding energy values read -3283.66815, -4351.78463, -3768.87651, -2979.45632 Eh.
For the records above, the corresponding F_max values read 4.153, 0.605, 0.361, 2.032 eV/Å.